Density functional theory data (ωB97M-V with the def2-TZVPD basis set) for a molecular structure, C35H26FI2N8O3S2SeZr at a distorted geometry.

The geometry in ORCA input format:
```
! RIJCOSX wB97M-V def2-TZVPD def2/J DEFGRID3
* xyz 1 1
S -2.1830 0.7991 -3.5468
H 3.5079 0.1439 2.0228
C 2.6272 1.6271 -4.1426
C -3.2666 -1.2490 2.2031
C -3.2782 2.0576 -4.1964
C 0.7544 -2.8377 1.8286
O -5.0711 -1.7430 0.6709
C -2.8414 -1.1525 3.5388
N -0.0947 1.9658 -0.2063
H -5.3620 2.2270 -3.5946
C 1.0270 -4.2512 1.9722
I 0.4999 -5.5921 0.5392
C 0.7172 2.6544 -1.0937
H -5.3869 -2.9946 4.9222
C 4.5397 -0.9468 -0.3133
C 1.6859 -4.7032 3.0671
C 1.0080 -0.4926 2.8341
H 2.1768 -5.6774 3.1113
C 1.6054 4.6864 -2.0432
C -2.8578 0.5470 -1.9993
C 2.1131 0.3330 -4.3591
H -3.1270 -1.7088 5.5702
H 0.8256 -1.1886 -3.4853
H -1.3236 2.1972 1.3973
Se 2.3593 6.2813 -3.8597
H 3.9384 -3.6242 -2.2667
O -1.3929 -0.0542 1.2583
N 1.4181 0.1666 1.5395
C 0.9742 4.0438 -0.9334
H -0.0422 -0.1628 3.0869
H -4.4089 3.4043 -2.7933
O 0.0402 -2.2911 0.8369
C 1.2665 1.8659 -2.1935
C 3.7266 -2.7692 -1.6395
H 0.5863 5.8091 0.0366
H -4.3265 -1.1574 0.0626
H -2.7070 2.9000 -4.5345
Zr 0.0579 -0.4257 -0.3700
N 0.9659 0.5480 -2.2953
C -4.3643 2.3482 -3.1476
C -4.5539 -1.7624 1.9434
H 5.3525 -0.3676 0.1422
H -6.2389 -2.8125 2.7879
C -5.2493 -2.4423 2.9384
C 3.2223 -0.6581 0.0013
C 0.5052 4.7430 0.1548
C -0.3806 4.0698 1.0282
H 1.7364 -1.9966 5.0050
C 2.4627 -2.3270 -1.4162
C 2.8385 0.2939 1.1773
S -4.4372 1.2614 -1.7808
C -3.5553 -1.7456 4.5514
C 4.8057 -2.0808 -1.0645
N 1.4762 5.9729 -2.2870
C -2.5496 -0.5528 1.1482
H 3.2137 2.0706 -4.9379
H 2.1536 -0.2114 -5.3119
C -0.6289 2.6828 0.8016
F -0.2727 -1.7471 -1.8064
N -2.2918 -0.2147 -1.0914
H 1.6000 -2.7878 -1.8398
H -3.7514 1.6822 -5.1353
H 3.0417 1.2925 0.8353
C 2.3168 3.9097 -3.0854
C 1.2908 -0.1590 -3.3917
I 2.0789 -4.8097 6.0083
C 2.1790 2.4576 -3.1193
C 1.7146 -3.9043 4.1697
H -1.9404 -0.5499 3.7916
H 5.8176 -2.4363 -1.1849
C -4.7514 -2.3988 4.2396
H 1.6869 -0.1593 3.6254
C 1.1264 -2.0065 2.8897
N -3.1024 -0.4434 -0.0057
H -0.9370 4.6428 1.7343
N 2.2082 -1.1847 -0.6930
H 1.1208 1.1098 1.7030
N 2.8227 4.5221 -4.1176
C 1.4822 -2.5364 4.1079
*
```

Energy relative to the best compared isomer or geometry (same formula, charge and spin)   0.751 eV
Gap between HOMO and LUMO   5.00 eV